14
Properties=species:S:1:pos:R:3:mulliken_charge:R:1 method="wB97M-V/def2-TZVPD" total_energy_ev=-6791.6051 de_lowest_ev=6.4833 total_charge=+1
C -2.92 -0.35 -0.11 -0.47
C -1.99 0.48 0.18 -0.09
C 0.21 -0.14 -0.44 -0.53
C 1.30 0.82 -0.15 -0.12
C 1.14 -0.36 0.69 -0.09
N 2.37 -0.21 -0.13 -0.20
H -3.94 -0.09 0.15 0.26
H -2.80 -1.29 -0.60 0.27
H -1.82 1.43 0.63 0.35
H 0.16 -0.76 -1.32 0.31
H 1.45 1.87 -0.04 0.37
H 1.11 -0.62 1.73 0.35
H 2.49 -0.81 -0.95 0.29
H 3.25 0.01 0.34 0.30


21
Properties=species:S:1:pos:R:3:mulliken_charge:R:1 method="wB97M-V/def2-TZVPD" total_energy_ev=-18741.8644 de_lowest_ev=0.3235 total_charge=+1
C -0.47 -0.68 0.57 -0.64
C 0.93 -0.55 1.13 -0.60
C 1.98 0.27 0.34 -0.73
S 1.62 0.92 -1.32 -0.10
C 1.84 -0.56 -2.32 -0.78
N -1.11 0.64 0.29 -0.14
H -1.11 -1.23 1.26 0.39
H -0.44 -1.28 -0.35 0.30
H 0.89 -0.15 2.14 0.41
H 1.39 -1.52 1.30 0.33
H 2.26 1.15 0.89 0.37
H 2.93 -0.24 0.22 0.43
H 1.49 -1.39 -1.70 0.23
H 1.20 -0.49 -3.17 0.33
H 2.87 -0.66 -2.66 0.32
H -0.84 1.23 1.08 0.36
H -2.15 0.63 0.28 0.29
H -0.63 1.04 -0.53 0.27
H -4.55 0.43 0.38 0.32
H -4.28 1.56 1.35 0.31
O -3.82 0.89 0.82 -0.66


20
Properties=species:S:1:pos:R:3:mulliken_charge:R:1 method="wB97M-V/def2-TZVPD" total_energy_ev=-206123.1184 de_lowest_ev=9.3070 total_charge=-2
Cu -0.87 -0.61 -1.09 0.58
As 0.24 -1.85 1.55 2.06
F -1.06 -1.78 2.79 -0.53
F -0.82 -1.36 0.23 -0.64
F 1.60 -2.02 0.39 -0.50
F 1.35 -2.33 2.79 -0.52
F -0.11 -3.60 1.26 -0.54
F 0.66 -0.14 1.90 -0.49
As -1.16 2.28 -0.33 2.04
F -0.13 1.36 0.96 -0.49
F -0.33 3.84 0.14 -0.55
F -2.14 3.18 -1.55 -0.53
F -1.89 0.63 -0.77 -0.66
F -2.38 2.44 0.94 -0.48
F 0.04 2.10 -1.54 -0.43
O 0.68 -0.69 -2.17 -0.39
C 1.49 -0.39 -1.15 1.02
O 2.71 -0.30 -1.22 -0.80
O 0.95 0.04 -0.13 -0.51
H 1.17 -0.80 -2.99 0.34


19
Properties=species:S:1:pos:R:3:mulliken_charge:R:1 method="wB97M-V/def2-TZVPD" total_energy_ev=-26375.9977 s2=0.766 multiplicity=2 total_charge=-1
Cs 24.07 -4.17 -0.41 1.03
P 26.69 -2.06 0.60 0.59
O 27.72 -1.70 -0.50 -0.54
O 26.75 -3.60 0.46 -0.78
O 25.24 -1.52 0.41 -0.72
O 27.32 -1.66 1.97 -0.63
O 23.93 -5.06 -3.39 -0.68
H 23.69 -4.35 -3.98 0.33
H 24.81 -4.85 -3.11 0.33
C 22.17 -0.57 1.93 -0.32
C 22.26 -2.05 2.32 -0.31
O 23.62 -2.46 2.49 -0.41
O 22.77 -0.42 0.61 -0.57
H 22.73 0.04 2.63 0.26
H 21.10 -0.36 1.87 0.31
H 21.82 -2.74 1.59 0.13
H 21.75 -2.18 3.28 0.28
H 24.17 -2.18 1.76 0.26
H 23.69 -0.68 0.56 0.44


62
Properties=species:S:1:pos:R:3:mulliken_charge:R:1 method="wB97M-V/def2-TZVPD" total_energy_ev=-50902.7088 de_lowest_ev=1.0591 smiles="CC(=O)N1CCOc2ccc(S(=O)(=O)N3CCC(C(=O)Nc4cc(C)ccc4C)CC3)cc21"
C -2.34 -2.35 1.21 -1.04
C -3.63 -2.73 0.54 0.87
O -4.09 -3.85 0.61 -0.65
N -4.32 -1.75 -0.14 0.08
C -5.69 -2.01 -0.52 -0.86
C -6.58 -1.08 0.29 -0.46
O -6.27 0.28 0.02 -0.48
C -4.98 0.57 -0.23 0.34
C -4.67 1.92 -0.44 -1.15
C -3.38 2.31 -0.73 -0.51
C -2.40 1.34 -0.84 -0.19
S -0.74 1.88 -1.24 1.23
O 0.10 0.71 -1.36 -0.73
O -0.79 2.78 -2.35 -0.79
N -0.36 2.74 0.14 0.14
C -0.06 1.88 1.27 -0.23
C 1.18 2.32 2.04 -1.51
C 2.41 2.61 1.15 0.57
C 3.26 1.35 0.95 -0.07
O 4.30 1.23 1.57 -0.67
N 2.76 0.41 0.12 0.48
C 3.43 -0.78 -0.23 0.16
C 4.81 -0.78 -0.42 -0.40
C 5.48 -1.95 -0.77 0.88
C 6.97 -1.91 -0.98 -1.51
C 4.75 -3.11 -0.94 -0.91
C 3.38 -3.12 -0.74 -0.89
C 2.70 -1.97 -0.38 0.19
C 1.22 -1.99 -0.14 -0.82
C 2.00 3.29 -0.17 -0.70
C 0.58 3.83 -0.09 -1.14
C -2.67 0.01 -0.64 -0.11
C -3.96 -0.40 -0.31 0.02
H -1.51 -2.49 0.52 0.11
H -2.34 -1.32 1.55 0.37
H -2.20 -3.02 2.05 0.44
H -5.82 -1.82 -1.59 0.30
H -5.91 -3.06 -0.30 0.46
H -6.44 -1.28 1.36 0.28
H -7.64 -1.20 0.04 0.39
H -5.48 2.63 -0.37 0.45
H -3.13 3.34 -0.90 0.50
H -0.93 1.89 1.95 0.40
H 0.07 0.86 0.90 0.25
H 0.94 3.23 2.60 0.38
H 1.44 1.55 2.77 0.50
H 3.05 3.28 1.72 0.49
H 1.85 0.54 -0.31 -0.11
H 5.36 0.13 -0.29 0.47
H 7.21 -1.39 -1.90 0.31
H 7.37 -2.92 -1.04 0.36
H 7.45 -1.38 -0.16 0.34
H 5.26 -4.03 -1.21 0.36
H 2.83 -4.04 -0.87 0.38
H 0.84 -3.00 -0.31 0.47
H 1.00 -1.69 0.88 0.29
H 0.71 -1.31 -0.82 0.17
H 2.04 2.58 -1.01 0.30
H 2.70 4.10 -0.40 0.43
H 0.47 4.56 0.71 0.42
H 0.29 4.29 -1.03 0.59
H -1.88 -0.71 -0.79 0.74


111
Properties=species:S:1:pos:R:3:mulliken_charge:R:1 method="wB97M-V/def2-TZVPD" total_energy_ev=-51396.6719 de_lowest_ev=3.3895 smiles=COC[C@H](C)N.COC[C@H](C)N.COC[C@H](C)N.COC[C@H](C)N.COC[C@H](C)N.COC[C@H](C)N.CCO
C -17.48 8.45 5.26 -0.68
O -16.22 7.81 5.54 -0.37
C -16.28 6.38 5.40 -0.72
C -16.71 5.55 6.65 0.59
C -15.80 5.79 7.89 -1.38
N -16.82 4.11 6.46 -0.69
H -17.54 8.64 4.19 0.27
H -17.56 9.37 5.83 0.29
H -18.41 7.93 5.50 0.27
H -16.91 6.10 4.55 0.38
H -15.28 6.04 5.13 0.32
H -17.70 5.89 6.94 0.18
H -15.70 6.85 8.13 0.34
H -14.81 5.35 7.90 0.34
H -16.35 5.38 8.73 0.35
H -17.42 3.97 5.66 0.21
H -15.91 3.81 6.14 0.29
C -23.75 5.26 3.97 -0.55
O -22.90 5.05 5.10 -0.40
C -21.60 4.73 4.63 -0.62
C -21.39 3.26 4.08 0.78
C -21.80 2.26 5.16 -1.51
N -20.09 3.10 3.60 -0.62
H -23.50 6.17 3.42 0.28
H -24.80 5.34 4.27 0.29
H -23.75 4.37 3.34 0.15
H -21.19 5.51 3.99 0.42
H -21.00 4.86 5.53 0.18
H -22.06 3.14 3.23 0.13
H -21.52 1.25 4.87 0.41
H -22.85 2.39 5.43 0.32
H -21.27 2.48 6.09 0.36
H -19.90 3.75 2.85 0.15
H -20.01 2.17 3.22 0.26
C -16.55 8.52 -5.63 -0.79
O -15.88 8.20 -4.42 -0.31
C -16.62 8.56 -3.26 -0.59
C -15.70 8.34 -2.02 0.57
C -15.01 7.01 -1.90 -1.36
N -16.37 8.77 -0.80 -0.57
H -16.63 9.58 -5.86 0.30
H -17.56 8.12 -5.70 0.31
H -15.99 8.10 -6.47 0.27
H -16.94 9.60 -3.40 0.39
H -17.50 7.92 -3.18 0.26
H -14.99 9.17 -2.06 0.18
H -14.30 6.96 -1.08 0.36
H -14.59 6.72 -2.87 0.34
H -15.73 6.20 -1.74 0.27
H -15.73 9.07 -0.08 0.24
H -16.97 9.58 -0.88 0.16
C -24.25 2.28 -1.64 -0.76
O -24.88 2.34 -0.34 -0.28
C -25.29 1.01 0.00 -0.76
C -25.69 0.97 1.50 0.87
C -25.99 -0.45 1.99 -1.41
N -26.89 1.78 1.66 -0.78
H -23.38 1.63 -1.57 0.34
H -23.79 3.25 -1.84 0.25
H -24.91 2.02 -2.47 0.29
H -26.10 0.62 -0.60 0.35
H -24.40 0.38 -0.07 0.36
H -24.86 1.37 2.08 -0.08
H -25.17 -1.18 1.98 0.38
H -26.64 -1.02 1.32 0.35
H -26.41 -0.40 2.99 0.34
H -27.13 1.78 2.65 0.28
H -26.61 2.75 1.57 0.28
C -16.79 0.39 -1.61 -0.71
O -16.14 -0.05 -2.81 -0.32
C -16.45 -1.40 -3.17 -0.68
C -15.35 -2.09 -3.95 0.52
C -14.86 -1.40 -5.24 -1.28
N -15.75 -3.36 -4.52 -0.74
H -16.44 -0.25 -0.81 0.32
H -17.88 0.45 -1.67 0.27
H -16.49 1.41 -1.36 0.25
H -16.66 -2.01 -2.30 0.34
H -17.29 -1.38 -3.88 0.29
H -14.57 -2.23 -3.19 0.22
H -15.53 -1.03 -6.01 0.31
H -14.15 -2.03 -5.77 0.34
H -14.33 -0.49 -4.98 0.34
H -14.90 -3.75 -4.90 0.26
H -15.94 -3.97 -3.73 0.25
C -19.17 12.84 -0.45 -0.81
O -17.78 12.59 -0.07 -0.21
C -17.03 13.82 0.15 -0.79
C -15.58 13.42 0.47 0.66
C -15.27 12.98 1.88 -1.44
N -14.62 14.46 0.19 -0.78
H -19.73 11.92 -0.66 0.22
H -19.31 13.45 -1.35 0.34
H -19.71 13.35 0.35 0.32
H -17.09 14.59 -0.61 0.37
H -17.37 14.39 1.02 0.34
H -15.32 12.61 -0.21 0.16
H -14.25 12.60 1.90 0.36
H -15.97 12.31 2.37 0.35
H -15.13 13.84 2.54 0.38
H -14.86 15.31 0.69 0.26
H -14.86 14.75 -0.75 0.27
C -20.96 6.98 -0.48 -0.82
C -20.03 5.73 -0.58 -0.26
O -19.03 5.90 0.41 -0.46
H -21.69 7.00 -1.29 0.34
H -20.33 7.85 -0.62 0.22
H -21.44 6.98 0.50 0.21
H -19.54 5.57 -1.54 0.26
H -20.64 4.90 -0.23 0.22
H -18.59 6.74 0.22 0.23


53
Properties=species:S:1:pos:R:3:mulliken_charge:R:1 method="wB97M-V/def2-TZVPD" total_energy_ev=-44513.1987 de_lowest_ev=25.1715
O 0.58 -0.15 0.44 -0.61
C -0.28 -0.81 0.00 0.94
N -1.53 -0.39 0.36 -0.19
C -2.88 -1.08 -0.09 -1.68
H -3.53 -1.42 0.66 0.37
C -3.73 -0.13 -0.91 -1.77
H -3.18 0.07 -1.68 0.73
H -4.65 -0.44 -1.40 0.45
C -3.97 1.29 -0.28 1.10
C -2.55 1.75 0.34 -0.35
C -1.94 0.92 1.20 -1.17
H -2.61 0.57 1.94 0.39
H -0.88 0.89 1.39 0.46
H -2.75 2.76 1.01 0.26
H -1.98 2.07 -0.63 0.22
O -4.61 2.16 -0.93 -0.30
C -5.56 2.65 -0.30 -0.41
H -6.41 3.03 -0.98 0.26
C -5.91 1.83 0.58 -0.31
H -6.43 2.16 1.70 0.19
O -4.86 1.04 0.81 -0.33
H -6.87 1.14 0.35 0.18
H -5.24 3.82 0.23 0.19
H -2.85 -1.93 -0.43 1.38
C -0.27 -1.89 -1.10 -1.63
H -0.93 -2.03 -1.66 1.82
C -0.41 -3.51 0.01 -1.57
C 0.79 -3.29 0.94 -0.11
H 0.70 -2.63 1.76 0.30
C 2.09 -3.53 0.26 -1.06
N 2.21 -2.19 -0.67 0.17
C 2.99 -1.36 -0.34 0.60
N 3.86 -1.40 0.82 -0.28
N 4.62 -0.53 0.94 -0.50
C 4.46 0.46 0.09 0.34
N 5.26 1.88 0.09 0.37
C 6.24 2.01 0.77 -0.09
C 6.72 3.23 0.86 -1.00
C 6.00 3.70 -0.54 -0.88
C 4.99 2.82 -0.77 -0.28
H 4.46 2.56 -1.49 0.54
H 6.04 4.64 -0.84 0.50
H 7.41 3.70 1.13 0.67
H 6.40 1.19 1.77 0.15
S 3.13 0.24 -1.19 -0.41
C 1.27 -2.14 -1.55 -1.60
H 1.20 -2.99 -2.24 0.33
H 1.41 -1.27 -2.02 0.85
H 2.09 -4.27 -0.59 0.31
H 2.79 -3.48 0.90 0.62
H 0.68 -4.31 1.52 0.39
H -0.43 -4.15 -0.70 0.75
H -1.17 -3.23 0.47 0.64


82
Properties=species:S:1:pos:R:3:mulliken_charge:R:1 method="wB97M-V/def2-TZVPD" total_energy_ev=-221360.2551 de_lowest_ev=0.1532
Ti -0.74 0.71 1.56 0.18
N -2.03 -0.58 0.20 0.25
C -1.87 -1.87 0.87 -0.21
C -1.65 -1.74 2.40 0.56
O -1.23 -2.79 2.95 -0.70
N -1.75 -0.46 2.84 0.42
C -1.67 -0.07 4.30 -0.47
C -0.90 1.30 4.37 0.46
O -1.00 2.00 5.35 -0.62
O -0.27 1.52 3.22 -0.55
H -1.58 -0.62 -0.70 -0.43
H -3.00 -0.25 0.03 0.11
H -2.81 -2.43 0.78 0.53
H -0.99 -2.41 0.45 -0.01
H -2.65 0.10 4.78 0.35
H -1.08 -0.81 4.83 0.41
F -2.23 6.10 1.02 -0.23
C -2.08 4.96 1.81 0.59
F -0.77 4.98 2.16 -0.18
F -2.78 5.17 2.96 -0.20
S -2.57 3.52 0.70 1.15
O -2.21 2.33 1.43 -0.69
O -3.94 3.64 0.33 -0.65
N -1.74 3.80 -0.56 -0.59
S -0.37 3.18 -0.95 1.17
O 0.75 4.07 -1.13 -0.58
O -0.17 1.89 -0.14 0.30
C -0.52 2.60 -2.78 0.55
F 0.59 2.25 -3.43 -0.20
F -1.39 1.54 -2.99 -0.22
F -1.07 3.65 -3.39 -0.23
N -3.91 1.01 -1.58 -0.13
C -5.09 0.74 -2.54 -0.70
C -4.75 0.12 -3.88 -0.61
C -4.40 -1.38 -3.83 -0.72
N -3.30 -1.68 -2.90 -0.22
H -4.14 1.95 -1.12 0.14
H -3.17 1.33 -2.17 0.00
H -5.72 1.61 -2.67 0.37
H -5.65 -0.03 -2.03 0.37
H -4.00 0.71 -4.42 0.27
H -5.57 0.35 -4.58 0.38
H -4.21 -1.71 -4.88 0.34
H -5.34 -1.81 -3.51 0.38
H -2.39 -1.25 -3.09 -0.13
H -3.07 -2.64 -2.99 0.28
C 3.76 1.89 -1.70 -1.09
Ge 3.71 0.81 -0.07 1.04
C 5.34 -0.41 -0.24 -1.27
C 4.03 1.89 1.54 -1.34
Ge 1.78 -0.54 0.73 -0.57
C 2.56 -1.65 2.26 0.14
C 1.88 -2.75 2.75 -0.19
C 2.42 -3.56 3.71 -0.67
C 3.75 -3.31 4.24 -0.70
C 4.39 -2.14 3.78 -0.60
C 3.78 -1.32 2.82 0.09
C 1.45 -1.81 -0.72 0.30
C 0.79 -1.27 -1.83 0.15
C 0.67 -2.01 -3.00 -0.44
C 1.43 -3.23 -3.15 -0.75
C 2.15 -3.67 -2.09 -0.70
C 2.31 -2.89 -0.90 -0.49
H 2.87 1.83 -2.31 0.16
H 4.70 1.58 -2.25 0.37
H 3.81 2.93 -1.35 0.39
H 4.95 -1.31 -0.63 0.41
H 5.96 -0.62 0.71 0.25
H 5.96 -0.01 -1.03 0.51
H 4.03 3.02 1.30 0.36
H 4.92 1.65 2.09 0.47
H 3.17 1.75 2.18 0.44
H 0.95 -3.02 2.39 0.44
H 1.92 -4.45 4.06 0.45
H 4.25 -4.10 4.81 0.36
H 5.38 -1.80 4.01 0.43
H 4.31 -0.38 2.51 -0.10
H 0.26 -0.33 -1.80 -0.05
H -0.02 -1.69 -3.76 0.47
H 1.34 -3.84 -4.04 0.38
H 2.59 -4.63 -2.03 0.45
H 2.87 -3.25 -0.07 0.57


11
Properties=species:S:1:pos:R:3:mulliken_charge:R:1 method="wB97M-V/def2-TZVPD" total_energy_ev=-35159.7421 de_lowest_ev=2.4943 smiles="OP=S.C#C.S"
O 0.99 1.02 0.48 -0.30
P 1.55 0.01 1.55 0.37
S -0.16 -0.71 2.32 -0.39
H 0.05 0.88 0.18 0.29
C -2.04 1.50 -1.12 -0.70
C -1.62 2.53 -1.53 -0.07
H -2.46 0.61 -0.70 0.43
H -1.37 3.56 -1.60 0.35
S 2.20 -2.92 -0.16 -0.36
H 0.96 -2.88 -0.46 0.17
H 1.90 -3.60 1.04 0.20